[1]
{
  "formula": "C5H8N2",
  "method": "ωB97M-V/def2-TZVPD",
  "symbols": ["N", "C", "C", "N", "C", "C", "C", "H", "H", "H", "H", "H", "H", "H", "H"],
  "xyz": [[1.355424, 2.553893, 0.914527], [1.117801, 1.445021, 0.683836], [0.874574, 0.008274, 0.367743], [2.036444, -0.639650, -0.230674], [-0.339604, -0.113016, -0.535567], [-1.651434, 0.494813, -0.125806], [-1.480035, -0.994773, -0.129620], [0.651328, -0.517252, 1.305995], [2.843298, -0.544257, 0.379728], [2.283961, -0.170702, -1.099024], [-0.082210, -0.062480, -1.590202], [-1.712002, 1.028475, 0.821681], [-2.261114, 0.927858, -0.910382], [-1.986377, -1.595447, -0.875853], [-1.386644, -1.488967, 0.829287]],
  "forces_ev_per_angstrom": [[-0.25, -1.02, -0.22], [0.31, 0.81, 0.28], [-0.15, 0.04, 0.10], [0.11, 0.15, -0.02], [0.04, 0.08, -0.17], [-0.07, 0.14, -0.01], [-0.01, -0.27, 0.08], [0.09, 0.28, -0.07], [-0.11, -0.08, -0.04], [-0.08, -0.09, 0.08], [-0.10, -0.02, 0.08], [0.08, -0.21, -0.15], [0.09, -0.01, 0.08], [0.05, 0.16, -0.01], [0.00, 0.01, 0.00]],
  "mulliken_charge": [-0.451, 0.152, 0.221, -0.664, -0.094, -0.557, -0.625, 0.184, 0.269, 0.277, 0.296, 0.249, 0.262, 0.265, 0.215],
  "total_charge": 0,
  "smiles": "N#C[C@H](N)C1CC1",
  "homo_ev": -10.38,
  "gap_ev": 11.34
}

[2]
{
  "formula": "CH4F3KO5S",
  "method": "ωB97M-V/def2-TZVPD",
  "symbols": ["K", "C", "F", "F", "F", "S", "O", "O", "O", "O", "H", "H", "O", "H", "H"],
  "xyz": [[-1.749145, -2.512108, 3.955331], [1.061681, 2.140176, -3.827555], [0.120888, 1.434420, -4.561111], [2.222768, 2.438680, -4.489645], [0.522676, 3.299931, -3.490145], [1.392295, 1.072760, -2.285706], [2.273401, -0.072634, -2.633094], [2.106073, 1.978089, -1.364570], [0.055820, 0.721071, -1.709362], [-2.845254, 1.863561, 7.258326], [-3.568952, 2.306718, 6.815496], [-2.289280, 2.573657, 7.579095], [-0.040041, -5.730633, -0.136293], [0.267659, -6.505267, -0.606938], [0.469410, -5.008420, -0.503830]],
  "forces_ev_per_angstrom": [[0.09, 0.10, -0.18], [0.07, -1.28, 0.71], [1.60, 1.16, -0.11], [-1.60, -0.85, 0.06], [-0.24, 0.08, -0.08], [1.03, -1.09, 3.69], [-1.88, 1.46, -0.73], [-0.66, 0.01, -1.39], [1.59, 0.39, -1.94], [0.03, -0.34, -0.06], [-0.21, 0.13, -0.10], [0.18, 0.17, 0.11], [-0.19, 0.03, 0.33], [0.05, -0.21, -0.12], [0.13, 0.25, -0.18]],
  "mulliken_charge": [0.999, 0.576, -0.227, -0.213, -0.203, 1.096, -0.661, -0.681, -0.687, -0.655, 0.327, 0.328, -0.664, 0.322, 0.343],
  "total_charge": 0,
  "homo_ev": -7.05,
  "gap_ev": 4.37
}

[3]
{
  "formula": "C24H48O16S4",
  "method": "ωB97M-V/def2-TZVPD",
  "symbols": ["C", "C", "C", "O", "C", "O", "O", "H", "H", "H", "H", "H", "H", "C", "C", "C", "O", "C", "O", "O", "H", "H", "H", "H", "H", "H", "C", "C", "C", "O", "C", "O", "O", "H", "H", "H", "H", "H", "H", "C", "C", "C", "O", "C", "O", "O", "H", "H", "H", "H", "H", "H", "C", "S", "O", "C", "H", "H", "H", "H", "H", "H", "C", "S", "O", "C", "H", "H", "H", "H", "H", "H", "C", "S", "O", "C", "H", "H", "H", "H", "H", "H", "C", "S", "O", "C", "H", "H", "H", "H", "H", "H"],
  "xyz": [[-3.799521, -2.569304, 3.759973], [-2.726293, -3.179023, 4.629339], [-1.396596, -2.432199, 4.602180], [-1.032006, -2.318144, 5.975489], [-2.159574, -2.461723, 6.724857], [-2.279482, -2.078801, 7.840119], [-3.092823, -3.139060, 6.023801], [-3.432302, -2.496204, 2.734983], [-4.023710, -1.555233, 4.093913], [-4.708665, -3.165649, 3.818539], [-2.606950, -4.230526, 4.354908], [-1.521570, -1.435027, 4.162542], [-0.614841, -2.916409, 4.021205], [5.344815, 1.435559, 0.995209], [4.832565, 2.575173, 0.157766], [5.526244, 3.917410, 0.421231], [5.682315, 4.483430, -0.875748], [5.554761, 3.506288, -1.819763], [5.721668, 3.698395, -2.974718], [5.229440, 2.335560, -1.221183], [4.874079, 0.509945, 0.662206], [5.060108, 1.579635, 2.042450], [6.429482, 1.350602, 0.992240], [3.747119, 2.668323, 0.171679], [6.506537, 3.771908, 0.880757], [4.940746, 4.596473, 1.037612], [2.118966, 3.334910, -3.945346], [2.555467, 1.981833, -3.417817], [1.733181, 1.342078, -2.262556], [1.356047, 0.082140, -2.848514], [1.814149, -0.062435, -4.104486], [1.648650, -1.042338, -4.762140], [2.444870, 1.048723, -4.510135], [2.456531, 3.423911, -4.976923], [2.575564, 4.146516, -3.380692], [1.035242, 3.449532, -3.915585], [3.585671, 1.999576, -3.062264], [0.829014, 1.927263, -2.120722], [2.330671, 1.221398, -1.366215], [-2.283237, -1.430108, -4.821155], [-1.604701, -1.261520, -3.485309], [-1.951069, 0.017621, -2.707754], [-2.028586, -0.402561, -1.359889], [-2.112983, -1.769277, -1.319294], [-2.275564, -2.384783, -0.317162], [-2.065513, -2.282129, -2.551855], [-3.313791, -1.739542, -4.643295], [-1.768911, -2.147874, -5.454394], [-2.302434, -0.478642, -5.357286], [-0.527175, -1.401949, -3.515007], [-2.874518, 0.498295, -3.039280], [-1.135089, 0.717999, -2.902565], [-5.462360, 0.946294, 2.607304], [-3.787190, 1.590049, 2.608524], [-2.826696, 0.545490, 3.054039], [-3.503504, 1.732602, 0.847495], [-6.080338, 1.812516, 2.366446], [-5.701567, 0.655176, 3.629112], [-5.588057, 0.101395, 1.934539], [-3.490330, 0.767665, 0.340215], [-2.493970, 2.142810, 0.827256], [-4.196971, 2.397818, 0.333869], [-0.771454, -6.225343, -0.765215], [0.266936, -5.268080, -1.892748], [0.388832, -3.938123, -1.236938], [1.831756, -6.125114, -1.540348], [-1.764256, -5.798603, -0.882972], [-0.379648, -6.127730, 0.244978], [-0.765238, -7.282370, -1.038484], [1.686885, -7.009039, -0.923533], [2.487666, -5.387476, -1.084107], [2.319661, -6.455388, -2.460673], [-0.206314, 0.018768, 1.180302], [0.976723, -1.063010, 0.332166], [2.331567, -0.468447, 0.540583], [0.880626, -2.394419, 1.529484], [-1.120848, -0.512816, 1.423753], [-0.392023, 0.902301, 0.575315], [0.334607, 0.290656, 2.091867], [1.630625, -3.090814, 1.144919], [-0.061164, -2.935608, 1.452888], [1.170097, -2.036918, 2.514761], [-1.270086, 5.618923, -0.265240], [-0.534154, 3.994793, -0.351959], [0.639906, 4.127319, -1.273333], [0.257564, 3.877033, 1.261906], [-1.873644, 5.699797, -1.170606], [-0.518126, 6.405303, -0.339054], [-1.879352, 5.742791, 0.628811], [-0.502051, 3.898205, 2.048731], [0.941923, 4.714032, 1.366376], [0.727969, 2.897525, 1.275627]],
  "forces_ev_per_angstrom": [[-0.01, 0.23, 0.31], [-0.03, -0.48, -0.17], [-0.02, 0.44, -0.45], [-0.14, 0.26, 0.01], [0.35, -0.27, -0.25], [-0.02, -0.11, 0.19], [-0.18, 0.40, -0.16], [-0.12, -0.13, -0.07], [0.08, -0.01, 0.01], [0.00, -0.04, -0.18], [0.09, 0.00, 0.17], [-0.09, 0.03, 0.23], [0.04, -0.30, 0.31], [-0.57, -0.20, 0.49], [1.01, 0.19, -0.29], [-0.22, -0.16, 0.12], [-0.08, -0.10, -0.18], [0.06, 0.33, 1.04], [-0.04, -0.29, -0.41], [-0.25, 0.20, -0.33], [0.13, -0.05, 0.06], [-0.13, 0.04, -0.09], [0.04, 0.07, -0.35], [-0.07, -0.08, 0.08], [0.02, 0.00, -0.07], [-0.03, 0.00, -0.05], [0.11, 0.00, 0.15], [0.25, 0.37, 0.46], [-0.17, 0.48, -1.89], [-0.08, -0.40, 0.74], [0.19, 0.35, 0.08], [-0.15, -0.09, -0.12], [0.04, -0.39, 0.32], [0.05, 0.00, 0.00], [-0.12, -0.02, 0.11], [0.00, -0.01, 0.02], [0.16, 0.05, -0.57], [-0.03, -0.06, 0.44], [-0.21, -0.33, 0.14], [-0.01, 0.20, 0.10], [-0.21, -0.24, 0.65], [0.59, 0.02, -1.27], [0.16, -0.15, 0.16], [-0.21, 0.23, -0.57], [-0.04, -0.08, 0.47], [-0.04, 0.01, 0.06], [-0.01, -0.03, -0.13], [-0.05, -0.13, 0.07], [0.06, 0.00, 0.03], [0.07, 0.17, -0.27], [-0.22, -0.24, 0.19], [-0.06, 0.11, 0.60], [0.12, 0.10, 0.18], [0.06, 0.24, 0.11], [-0.10, -0.24, 0.10], [0.11, -0.01, -0.19], [-0.17, -0.19, -0.25], [0.11, -0.05, 0.02], [-0.04, 0.05, -0.11], [-0.02, -0.14, 0.26], [-0.05, 0.05, -0.31], [-0.04, 0.15, 0.23], [0.16, -0.21, -0.35], [0.11, -0.07, 0.40], [0.08, 0.17, -0.09], [0.29, -0.31, -0.46], [-0.07, -0.05, 0.25], [-0.07, 0.24, 0.05], [-0.09, 0.07, -0.16], [0.00, 0.14, 0.23], [-0.14, 0.00, 0.25], [-0.23, 0.13, -0.07], [0.83, -0.12, 0.34], [-0.65, -0.16, -0.05], [0.13, 0.39, 0.04], [0.50, -0.56, -0.70], [-0.11, 0.03, -0.14], [-0.08, -0.05, -0.13], [-0.25, 0.14, 0.06], [0.06, 0.03, 0.24], [-0.21, 0.32, 0.16], [-0.19, 0.06, 0.08], [-0.13, 0.36, -0.23], [0.97, -0.09, 0.03], [-0.38, -0.07, -0.16], [-0.94, 0.12, 0.14], [-0.18, -0.02, 0.16], [0.24, -0.22, 0.24], [-0.08, -0.08, -0.05], [0.06, 0.03, 0.00], [0.21, -0.10, -0.02], [0.29, 0.10, 0.00]],
  "mulliken_charge": [-1.098, 0.462, 0.329, -0.383, 0.586, -0.530, -0.378, 0.236, 0.155, 0.429, 0.232, -0.084, 0.090, -1.547, 1.122, -0.419, -0.361, 0.711, -0.521, -0.355, 0.315, 0.385, 0.413, -0.194, 0.252, 0.321, -1.476, 0.409, 0.615, -0.031, 0.496, -0.589, -0.416, 0.445, 0.275, 0.307, 0.317, -0.199, -0.179, -1.662, 0.881, -0.408, 0.089, 0.340, -0.545, -0.392, 0.409, 0.359, 0.382, 0.075, 0.285, 0.135, -1.037, 0.282, -0.476, -0.131, 0.405, 0.389, 0.270, 0.052, -0.349, 0.556, -1.010, 0.356, -0.388, -0.911, 0.300, 0.291, 0.430, 0.313, 0.256, 0.343, -0.444, 0.760, -0.621, -1.359, 0.150, -0.457, 0.767, 0.451, 0.234, 0.453, -1.172, 0.757, -0.648, -0.927, 0.359, 0.344, 0.370, 0.437, 0.438, 0.079],
  "total_charge": 0,
  "homo_ev": -8.71,
  "gap_ev": 8.68
}

[4]
{
  "formula": "C23H22FOS",
  "method": "ωB97M-V/def2-TZVPD",
  "symbols": ["C", "S", "C", "C", "C", "C", "C", "C", "C", "C", "C", "O", "H", "H", "H", "H", "H", "H", "H", "H", "H", "H", "H", "H", "F", "C", "C", "C", "C", "C", "C", "C", "C", "C", "C", "C", "C", "C", "H", "H", "H", "H", "H", "H", "H", "H", "H", "H"],
  "xyz": [[-1.399428, 4.690814, 0.499031], [-2.026401, 3.071149, -0.141628], [-0.642040, 2.486939, -1.145758], [-2.364730, 2.036943, 1.338666], [-1.446966, 0.786046, 1.158343], [-0.556369, 0.298846, 2.261449], [0.707729, 0.849158, 2.560561], [1.562189, 0.196322, 3.493394], [1.127406, -0.931473, 4.182425], [-0.143787, -1.468783, 3.895817], [-0.947180, -0.886440, 2.902454], [-1.588252, 0.115826, 0.104667], [-1.865688, 5.503590, -0.119340], [-1.700756, 4.849119, 1.558798], [-0.288705, 4.726659, 0.401563], [-0.859882, 2.837571, -2.162587], [0.302230, 2.892861, -0.778751], [-0.666377, 1.399126, -1.153154], [-2.330983, 2.585703, 2.327550], [1.058536, 1.728203, 2.021939], [2.565184, 0.598801, 3.660899], [1.762957, -1.402662, 4.949631], [-0.498722, -2.350352, 4.437093], [-1.878868, -1.371757, 2.599440], [-5.473974, -0.997627, -2.481808], [-5.364749, 0.240801, -1.925728], [-5.658183, 1.323473, -2.724281], [-5.431016, 2.570374, -2.150458], [-4.919565, 2.758596, -0.870323], [-4.573650, 1.623633, -0.072523], [-3.889930, 1.887186, 1.265647], [-4.222363, 0.936482, 2.394434], [-4.417558, 1.507626, 3.677998], [-4.739627, 0.648222, 4.734657], [-4.828636, -0.725489, 4.573135], [-4.502366, -1.266418, 3.338445], [-4.076879, -0.444913, 2.277374], [-4.837092, 0.364643, -0.635963], [-5.908581, 1.204951, -3.767928], [-5.647535, 3.459321, -2.738295], [-4.928375, 3.781524, -0.447041], [-4.164453, 2.947846, 1.579934], [-4.433356, 2.605759, 3.815132], [-4.873955, 1.115426, 5.698984], [-5.029398, -1.358004, 5.430182], [-4.495823, -2.329293, 3.197117], [-3.672458, -0.911367, 1.363079], [-4.706273, -0.548431, -0.052876]],
  "forces_ev_per_angstrom": [[0.13, 0.49, -0.13], [0.68, 1.76, 0.01], [0.09, 0.10, -0.17], [1.06, -0.04, 0.00], [-1.21, -1.98, -1.64], [0.80, -0.24, 0.24], [-0.06, -0.72, 0.41], [-0.57, 0.69, -0.66], [-0.52, -0.19, 0.03], [0.21, 0.45, -0.25], [0.20, -0.37, 0.27], [0.26, 1.96, 2.95], [0.47, -0.88, 0.49], [0.16, -0.35, -0.78], [-0.91, -0.06, 0.14], [0.05, 0.08, 0.33], [-0.11, -0.17, -0.03], [0.09, 0.17, -0.02], [1.31, -0.49, -1.24], [0.00, -0.11, 0.18], [-0.41, -0.12, -0.01], [-0.36, 0.29, -0.54], [0.14, 0.29, -0.30], [0.46, 0.23, 0.31], [-0.08, 0.61, 0.69], [0.46, -0.39, -0.22], [0.78, 0.17, 0.54], [-0.12, 0.77, -0.13], [-0.58, -0.78, 0.54], [-0.29, 0.62, -1.20], [-1.14, 0.14, 0.23], [0.68, 0.75, 1.00], [-0.91, -0.94, -0.59], [0.41, 1.08, 0.01], [0.36, 0.14, -0.22], [0.59, 0.52, -0.34], [-0.90, -0.45, 0.16], [-0.16, -0.18, 0.39], [-0.31, -0.04, 0.08], [-0.07, -0.14, 0.07], [0.35, -0.72, -0.30], [-0.33, -1.31, -0.38], [0.02, -0.77, -0.08], [-0.17, -0.20, 0.20], [-0.22, 0.02, -0.18], [0.04, -0.39, 0.01], [-0.46, 0.33, 0.67], [0.07, 0.37, -0.55]],
  "mulliken_charge": [-0.990, 0.702, -1.060, 0.565, 0.162, -0.085, -0.317, -0.640, -0.468, -0.712, -0.335, -0.599, 0.359, 0.347, 0.357, 0.428, 0.418, 0.346, 0.840, 0.356, 0.384, 0.381, 0.409, 0.386, -0.312, 0.138, -0.752, -0.516, -0.537, -0.129, 0.287, 0.159, -0.751, -0.646, -0.556, -1.044, -0.364, -0.231, 0.470, 0.392, 0.427, 0.732, 0.354, 0.417, 0.409, 0.429, 0.841, 0.548],
  "total_charge": 1,
  "homo_ev": -11.92,
  "gap_ev": 8.57
}

[5]
{
  "formula": "CHBrClNO2",
  "method": "ωB97M-V/def2-TZVPD",
  "symbols": ["C", "N", "O", "O", "Cl", "Br", "H"],
  "xyz": [[0.787358, 0.207217, -1.025119], [0.380575, -0.022153, 0.265503], [1.180908, -0.756754, 0.839942], [-0.636451, 0.500716, 0.578732], [-0.346958, 1.079432, -1.900808], [-3.005474, -0.715750, 2.609994], [1.640042, -0.292707, -1.368245]],
  "forces_ev_per_angstrom": [[-1.47, 1.23, -1.42], [2.20, -0.79, -1.50], [-0.53, -0.25, 1.67], [-2.05, 0.23, 2.92], [0.85, -0.10, -0.91], [0.07, 0.03, -0.05], [0.94, -0.35, -0.71]],
  "mulliken_charge": [-0.174, 0.935, -0.553, -0.576, -0.073, 0.004, 0.438],
  "total_charge": 0,
  "homo_ev": [-11.08, -9.99],
  "gap_ev": [8.80, 6.75]
}

[6]
{
  "formula": "C5H10O",
  "method": "ωB97M-V/def2-TZVPD",
  "symbols": ["C", "C", "C", "O", "H", "H", "H", "H", "H", "H", "C", "C", "H", "H", "H", "H"],
  "xyz": [[-1.940271, -0.252399, -0.501238], [-1.015891, -0.128720, 0.453117], [-0.416476, 1.182138, 0.843657], [-0.634104, -1.145117, 1.280383], [-2.564455, -1.136265, -0.590190], [-2.123119, 0.561380, -1.192356], [0.655260, 1.103059, 1.031755], [-0.908617, 1.516449, 1.760492], [-0.577261, 1.920432, 0.052690], [-0.968844, -1.973713, 0.909764], [2.162464, 0.068677, -0.161533], [1.340580, -0.590672, -0.967380], [2.450945, 1.097461, -0.359438], [2.505028, -0.368222, 0.773488], [1.005134, -1.592459, -0.722733], [0.920417, -0.139101, -1.859998]],
  "forces_ev_per_angstrom": [[0.03, -0.07, 0.01], [-0.51, 0.37, 0.04], [0.06, 0.11, 0.09], [-0.18, -0.10, -0.03], [0.28, -0.10, -0.17], [-0.10, -0.01, 0.24], [-0.37, 0.03, 0.13], [0.00, 0.09, -0.05], [-0.03, -0.09, 0.19], [-0.01, 0.14, 0.19], [0.03, -0.22, -0.25], [0.38, 0.01, -0.07], [0.08, -0.16, -0.05], [0.05, 0.02, -0.18], [0.12, 0.06, -0.12], [0.16, -0.08, 0.02]],
  "mulliken_charge": [-0.927, 0.665, -0.967, -0.491, 0.246, 0.256, 0.245, 0.308, 0.293, 0.344, -0.672, -0.400, 0.337, 0.284, 0.229, 0.251],
  "total_charge": 0,
  "smiles": "C=C(C)O.C=C",
  "homo_ev": -8.84,
  "gap_ev": 9.75
}